{
  "formula": "CH2Cl2O2",
  "method": "wB97M-V/def2-TZVPD",
  "orbital_gap_ev": [6.92, 10.87],
  "e_homo_ha": [-0.2916, -0.4000],
  "multiplicity": 1,
  "energy_ha": -1109.9408,
  "fmax_ev_per_a": 2.7,
  "lumo_ev": [-1.02, -0.01],
  "relative_energy_kcal_mol": 150.19,
  "species": ["C", "O", "O", "Cl", "Cl", "H", "H"],
  "positions_angstrom": [[1.63534, 1.18978, 0.12702], [-2.56693, -1.17712, -0.19825], [-1.27739, -0.78597, -0.49066], [2.86347, 0.13619, -0.19181], [0.31747, 0.54456, 0.86879], [1.60270, 2.09329, -0.41677], [-2.57466, -2.00074, 0.30167]]
}

{
  "formula": "C16H25NO2",
  "method": "wB97M-V/def2-TZVPD",
  "smiles": "Cc1ccc(OCCCCCN2CCOCC2)cc1",
  "orbital_gap_ev": 9.12,
  "e_homo_ha": -0.3033,
  "multiplicity": 1,
  "energy_ha": -829.8791,
  "fmax_ev_per_a": 0.6,
  "lumo_ev": 0.87,
  "relative_energy_kcal_mol": 30.84,
  "species": ["C", "C", "C", "C", "C", "O", "C", "C", "C", "C", "C", "N", "C", "C", "O", "C", "C", "C", "C", "H", "H", "H", "H", "H", "H", "H", "H", "H", "H", "H", "H", "H", "H", "H", "H", "H", "H", "H", "H", "H", "H", "H", "H", "H"],
  "positions_angstrom": [[5.62882, -2.86957, 0.08171], [4.83426, -1.59823, 0.08173], [4.76857, -0.80797, 1.22582], [4.03574, 0.35801, 1.24233], [3.33980, 0.77705, 0.10678], [2.66588, 1.95712, 0.23635], [1.79970, 2.38442, -0.79167], [0.49612, 1.58171, -0.84336], [-0.29146, 1.73220, 0.45706], [-1.46223, 0.75826, 0.57061], [-2.56310, 1.03833, -0.46400], [-3.76482, 0.23563, -0.36473], [-3.57092, -1.18543, -0.58054], [-4.94609, -1.83756, -0.73793], [-5.74689, -1.62404, 0.40097], [-5.90438, -0.24564, 0.64458], [-4.55137, 0.44305, 0.83588], [3.40326, -0.00308, -1.04065], [4.14476, -1.17408, -1.04179], [5.21558, -3.57553, 0.80172], [6.66201, -2.67314, 0.36503], [5.62014, -3.33383, -0.90119], [5.29992, -1.11542, 2.11511], [3.98572, 0.97275, 2.12751], [1.57996, 3.42717, -0.54449], [2.30744, 2.36178, -1.76437], [0.72825, 0.52626, -0.99977], [-0.08893, 1.93578, -1.69299], [0.39330, 1.55595, 1.28980], [-0.65967, 2.75742, 0.54144], [-1.88768, 0.84351, 1.57274], [-1.09383, -0.26231, 0.44646], [-2.87117, 2.08532, -0.38176], [-2.16616, 0.88136, -1.47064], [-2.98785, -1.33179, -1.49195], [-3.04718, -1.66843, 0.26233], [-4.85385, -2.91943, -0.84862], [-5.44228, -1.41728, -1.62573], [-6.51479, -0.16212, 1.54544], [-6.42912, 0.22410, -0.20099], [-4.70132, 1.51424, 0.98397], [-4.06736, 0.02061, 1.73341], [2.88936, 0.28564, -1.94445], [4.18061, -1.76595, -1.94573]]
}

{
  "formula": "C37H63F3O5",
  "method": "wB97M-V/def2-TZVPD",
  "smiles": "C#CCCCC1=C(CCCCCCCCCCCCCCC)C(=O)C(O)=C(CCC(F)(F)F)C1=O.CCOCC.CCOCC",
  "orbital_gap_ev": 8.41,
  "e_homo_ha": -0.3452,
  "multiplicity": 1,
  "energy_ha": -2122.9194,
  "fmax_ev_per_a": 7.1,
  "lumo_ev": -0.98,
  "species": ["C", "C", "C", "C", "C", "C", "C", "C", "C", "C", "C", "C", "C", "C", "C", "C", "C", "C", "C", "C", "C", "C", "C", "O", "C", "O", "C", "C", "C", "C", "F", "F", "F", "C", "O", "H", "H", "H", "H", "H", "H", "H", "H", "H", "H", "H", "H", "H", "H", "H", "H", "H", "H", "H", "H", "H", "H", "H", "H", "H", "H", "H", "H", "H", "H", "H", "H", "H", "H", "H", "H", "H", "H", "H", "H", "H", "H", "H", "C", "C", "O", "C", "C", "H", "H", "H", "H", "H", "H", "H", "H", "H", "H", "C", "C", "O", "C", "C", "H", "H", "H", "H", "H", "H", "H", "H", "H", "H"],
  "positions_angstrom": [[1.42381, -2.78491, 4.79999], [1.59981, -3.52587, 3.71146], [1.73705, -4.07377, 2.17905], [1.12016, -3.01012, 1.13719], [2.05916, -2.59864, -0.10124], [3.62983, -2.48668, 0.19561], [4.26005, -1.75891, 1.26266], [3.38774, -0.88920, 2.30486], [4.13855, 0.57532, 2.37979], [3.11422, 1.81859, 2.43223], [3.75217, 3.17282, 1.75322], [2.63084, 4.24953, 1.31876], [1.64224, 3.71373, 0.13223], [2.45299, 3.18790, -1.17805], [2.49337, 1.57574, -1.26606], [1.03812, 0.87684, -1.39578], [-0.11788, 1.80890, -2.03415], [-1.21882, 0.78573, -2.69121], [-2.14339, 0.06474, -1.54800], [-2.46263, -1.49716, -1.88546], [-3.23008, -1.64570, -3.32253], [-2.17611, -2.40048, -4.33390], [5.89180, -1.82025, 1.36445], [6.52088, -2.01201, 2.45750], [6.62850, -1.66578, -0.08990], [7.81729, -0.86989, -0.21887], [5.98015, -2.37041, -1.18864], [6.58564, -2.23778, -2.68459], [6.62890, -0.64953, -3.10869], [5.63729, -0.28025, -4.31458], [5.48978, 1.17760, -4.31946], [6.17226, -0.60023, -5.61973], [4.28704, -0.78381, -4.12634], [4.65166, -3.25517, -0.82624], [4.43179, -4.41176, -1.31251], [0.98540, -2.09090, 5.61437], [2.81670, -4.40527, 1.97982], [1.07699, -5.03400, 2.12091], [0.74655, -2.09892, 1.76285], [0.15254, -3.48036, 0.69481], [1.67291, -1.61592, -0.55422], [1.92667, -3.42704, -0.91371], [3.30774, -1.35165, 3.35794], [2.34090, -0.65191, 1.84984], [4.88060, 0.65869, 3.25199], [4.76556, 0.70251, 1.40093], [2.07538, 1.60538, 1.98508], [2.98031, 2.09855, 3.56061], [4.32783, 2.87671, 0.79692], [4.52522, 3.63085, 2.49325], [3.16099, 5.21237, 0.94537], [1.96915, 4.50446, 2.23088], [0.90510, 2.91523, 0.53357], [1.00211, 4.61562, -0.23719], [1.99615, 3.62423, -2.14092], [3.54323, 3.56359, -1.12282], [3.00580, 1.17684, -0.29270], [3.16178, 1.17175, -2.13293], [1.17010, -0.06487, -2.07446], [0.74813, 0.45793, -0.34344], [-0.67412, 2.36811, -1.19812], [0.27905, 2.51729, -2.85184], [-1.88457, 1.39830, -3.42318], [-0.65180, -0.05765, -3.26349], [-3.12887, 0.66923, -1.38138], [-1.59658, 0.10295, -0.51782], [-1.50282, -2.12749, -1.83577], [-3.22523, -1.85980, -1.08847], [-3.48563, -0.60717, -3.77315], [-4.14649, -2.34174, -3.23946], [-1.51538, -1.58837, -4.85139], [-2.81571, -2.94622, -5.12123], [-1.47465, -3.12908, -3.75369], [7.57844, 0.05830, -0.48225], [5.82329, -2.75946, -3.39175], [7.59966, -2.75843, -2.82989], [7.72642, -0.40851, -3.37112], [6.35098, 0.04473, -2.21515], [-2.52334, 2.23737, 4.18351], [-2.17935, 2.50163, 2.72692], [-2.97655, 1.76003, 1.81182], [-4.37982, 1.99049, 1.86291], [-4.76710, 3.43266, 1.58337], [-2.42166, 1.17128, 4.41311], [-1.85811, 2.80431, 4.84117], [-3.54942, 2.52519, 4.41897], [-1.14233, 2.20192, 2.55117], [-2.23435, 3.57030, 2.49694], [-4.78286, 1.65222, 2.82302], [-4.82964, 1.34985, 1.09786], [-4.35026, 4.11939, 2.32309], [-5.85447, 3.54356, 1.59775], [-4.39630, 3.74452, 0.60228], [-9.39871, -1.74932, 1.46662], [-8.59455, -0.46105, 1.40760], [-7.22242, -0.66233, 1.09092], [-6.94570, -1.27818, -0.16168], [-7.47371, -0.49505, -1.35157], [-8.96602, -2.43688, 2.20115], [-10.43454, -1.53945, 1.74816], [-9.41276, -2.26584, 0.50525], [-8.62087, 0.01453, 2.39170], [-9.04352, 0.25171, 0.70889], [-7.32169, -2.30661, -0.16765], [-5.85606, -1.34852, -0.24090], [-8.56120, -0.39923, -1.32865], [-7.20031, -0.99285, -2.28560], [-7.05639, 0.51639, -1.35881]]
}

{
  "formula": "C25H30N5O14S3",
  "method": "wB97M-V/def2-TZVPD",
  "charge": -1,
  "orbital_gap_ev": 7.14,
  "e_homo_ha": -0.2267,
  "multiplicity": 1,
  "energy_ha": -3492.1807,
  "fmax_ev_per_a": 0.7,
  "lumo_ev": 0.97,
  "species": ["N", "C", "O", "C", "C", "S", "O", "O", "N", "S", "O", "O", "C", "C", "C", "C", "S", "O", "O", "O", "H", "H", "H", "H", "H", "H", "H", "H", "H", "H", "H", "H", "H", "H", "H", "C", "C", "C", "C", "C", "C", "N", "O", "O", "H", "H", "H", "H", "H", "C", "C", "C", "C", "C", "C", "N", "O", "O", "H", "H", "H", "H", "H", "C", "C", "C", "C", "C", "C", "N", "O", "O", "H", "H", "H", "H", "H"],
  "positions_angstrom": [[1.28390, -0.75815, 0.27690], [2.34896, 0.05471, -0.08800], [3.17467, -0.29944, -0.89139], [2.48406, 1.35085, 0.69756], [1.24866, 2.24353, 0.76343], [0.64554, 2.81243, -0.81886], [-0.17780, 3.97935, -0.55685], [1.78979, 3.02155, -1.67235], [-0.21630, 1.50780, -1.17063], [-0.96613, 1.28658, -2.55290], [-0.45473, 2.13885, -3.60638], [-1.02430, -0.13525, -2.80623], [-2.68883, 1.80018, -2.31128], [-2.99303, 2.55761, -1.02657], [-2.93115, 1.71747, 0.26150], [-4.29752, 1.34912, 0.85385], [-4.90169, -0.25155, 0.40939], [-6.27984, -0.33341, 0.76976], [-4.46747, -0.64646, -0.89656], [-4.06371, -1.14719, 1.44455], [0.40090, -0.25566, 0.26045], [1.23980, -1.54193, -0.36597], [2.74353, 1.07537, 1.72327], [3.32982, 1.88031, 0.26146], [1.47351, 3.14682, 1.33447], [0.41357, 1.73485, 1.24631], [-2.87986, 2.44174, -3.17314], [-3.29563, 0.89963, -2.40605], [-4.00395, 2.97136, -1.12648], [-2.31161, 3.40679, -0.94867], [-2.39383, 2.27542, 1.03014], [-2.35067, 0.81155, 0.07598], [-4.26063, 1.33194, 1.94435], [-5.10068, 2.03017, 0.56230], [-3.59517, -1.81951, 0.92342], [0.60271, 1.97380, -6.39998], [0.96090, 2.92517, -7.34729], [0.53574, 2.80339, -8.66075], [-0.25142, 1.71597, -8.99850], [-0.62630, 0.75584, -8.07268], [-0.19126, 0.89337, -6.76493], [-0.70983, 1.58000, -10.38854], [-0.35352, 2.42202, -11.19428], [-1.41949, 0.63061, -10.66767], [0.91551, 2.07449, -5.37012], [1.57078, 3.77044, -7.05746], [0.80242, 3.53099, -9.41241], [-1.24600, -0.07437, -8.37663], [-0.47542, 0.16842, -6.01330], [-3.90515, -4.79513, 6.40903], [-4.15825, -3.45895, 6.68943], [-3.53972, -2.46271, 5.95043], [-2.67549, -2.83575, 4.93862], [-2.40613, -4.15797, 4.63961], [-3.03075, -5.14336, 5.38812], [-2.02135, -1.77994, 4.13756], [-2.25256, -0.62585, 4.43627], [-1.30086, -2.13443, 3.22689], [-4.39399, -5.56873, 6.98683], [-4.84179, -3.18914, 7.48313], [-3.72127, -1.41652, 6.14513], [-1.72410, -4.40105, 3.83864], [-2.83507, -6.18459, 5.17006], [7.37476, -2.83013, 3.59656], [6.30103, -2.87511, 4.47620], [5.38687, -1.83419, 4.51258], [5.57746, -0.76363, 3.65942], [6.63561, -0.69504, 2.77300], [7.54122, -1.74397, 2.74796], [4.60126, 0.34369, 3.68008], [3.66747, 0.25974, 4.45388], [4.78596, 1.26482, 2.91127], [8.08154, -3.64927, 3.56739], [6.16975, -3.72507, 5.13233], [4.53938, -1.84607, 5.18127], [6.73402, 0.15495, 2.11470], [8.37306, -1.71412, 2.05742]]
}